## w
Computed, not measured: 2 unconnected molecules or ions with the total composition C5H12NO2, with ωB97M-V/def2-TZVPD.

Structure (XYZ):
```
20
Properties=species:S:1:pos:R:3:lowdin_charge:R:1
C -0.4063 0.6951 -1.6378 -0.5359
O -1.3794 0.8314 -2.5271 -0.3078
C -0.7165 0.0039 -0.2820 -0.2335
C 0.4975 -0.0689 0.6112 -0.2406
C 0.2379 -0.9235 1.8334 -0.3043
C 1.8285 -2.1464 3.0271 -0.0752
N 1.3548 -1.0124 2.7368 -0.0441
H 0.2612 1.5966 -1.4567 0.0984
H 0.4433 0.0493 -2.1403 0.0951
H -1.4937 0.6566 0.1309 0.1104
H -1.0149 -1.0146 -0.5550 0.1047
H 1.3022 -0.4698 -0.0061 0.1099
H 0.6286 0.9376 1.0209 0.1129
H -0.6822 -0.6001 2.3296 0.1151
H -0.1120 -1.9329 1.4942 0.1038
H 2.6978 -2.2099 3.6661 0.0529
H 1.3658 -2.9861 2.4873 0.0669
H -1.6537 3.0730 -4.3449 -0.0251
H -1.6080 2.2946 -2.9758 -0.0279
O -1.5508 3.2266 -3.4117 -0.1759
```

Properties
- Frontier orbital gap: 6.3 eV
- Net charge: -1



## x
Computed, not measured: a molecular structure, C5H12NO2, with ωB97M-V/def2-TZVPD.

Structure (XYZ):
```
20
Properties=species:S:1:pos:R:3:lowdin_charge:R:1
C 2.6121 -0.9567 0.3471 -0.1376
N 1.7071 -0.0855 1.1431 -0.0791
C 0.3461 0.0253 0.5597 -0.3668
C 0.2613 0.9773 -0.6276 -0.1783
C -1.0738 1.6900 -0.8522 -0.3911
O -2.1292 0.8348 -1.2073 -0.2772
C -0.4176 -1.2675 0.2934 -0.3395
O -1.7916 -1.0234 0.3716 -0.2247
H 2.0712 -1.6938 -0.2494 0.0586
H 3.2441 -0.4015 -0.3376 0.0609
H 3.1089 -1.6303 1.0567 0.0682
H 1.5155 -0.5873 1.9913 0.0716
H -0.2508 0.5198 1.2869 0.1225
H 1.0924 1.6932 -0.6566 0.1002
H 0.4395 0.4566 -1.5683 0.1035
H -1.3770 2.2671 0.0465 0.0964
H -0.9253 2.3835 -1.7001 0.0864
H -0.2239 -1.7376 -0.6982 0.1039
H -0.1762 -2.0827 1.0058 0.0999
H -2.0075 -0.0679 -0.3029 0.0222
```

Properties
- Frontier orbital gap: 7.4 eV
- Net charge: -1



## y
Computed, not measured: 2 unconnected molecules or ions with the total composition C5H12NO2, with ωB97M-V/def2-TZVPD.

Structure (XYZ):
```
20
Properties=species:S:1:pos:R:3:lowdin_charge:R:1
N 1.5782 0.8550 -0.3936 -0.0601
C 1.0328 1.4380 0.8419 -0.2110
C 0.6107 0.2351 1.7422 -0.1791
C 0.8123 -1.0275 0.8698 -0.1742
C 0.8965 -0.4700 -0.5621 -0.3131
C -0.4768 -0.2997 -1.2509 -0.3199
O -1.5859 -0.6776 -0.4732 -0.3072
H 2.5767 0.7394 -0.4569 0.0773
H 1.7365 2.0151 1.4427 0.0929
H 0.1553 2.0008 0.5432 0.0940
H 1.3055 0.1885 2.5842 0.0801
H -0.4055 0.2582 2.1219 0.0940
H 1.5825 -1.6873 1.2699 0.0881
H -0.0815 -1.6172 1.0583 0.0851
H 1.5613 -1.1154 -1.1497 0.1196
H -0.6042 0.7785 -1.4349 0.0971
H -0.5265 -1.0165 -2.0955 0.1009
H -2.7746 -0.5081 -1.0288 -0.0457
H -3.6388 0.3923 -2.0371 -0.0291
O -3.7546 -0.4815 -1.5913 -0.2895
```

Properties
- Frontier orbital gap: 7.2 eV
- Net charge: -1



## z
Computed, not measured: 2 unconnected molecules or ions with the total composition C5H12NO2, with ωB97M-V/def2-TZVPD.

Structure (XYZ):
```
20
Properties=species:S:1:pos:R:3:lowdin_charge:R:1
N -0.3609 -0.4165 1.6917 -0.0551
C -0.8619 0.9576 1.7639 -0.2345
C -1.4568 1.2383 0.3822 -0.1968
C -0.6915 0.3264 -0.5895 -0.1558
C 0.0460 -0.6830 0.2938 -0.3249
C 1.5818 -0.4388 0.2026 -0.3884
O 2.0573 -0.2334 -1.0746 -0.3325
H -1.0252 -1.0670 2.0831 0.0816
H -1.6088 1.0183 2.5452 0.0949
H 0.0068 1.6203 1.8806 0.1001
H -2.5168 0.9422 0.3268 0.0894
H -1.5097 2.3017 0.1060 0.0937
H -1.3646 -0.1083 -1.3236 0.0997
H 0.0719 0.8483 -1.1691 0.1008
H -0.1190 -1.7339 0.0655 0.1305
H 1.7992 0.4341 0.8282 0.0851
H 2.0242 -1.3482 0.6546 0.0878
H 1.3382 -0.8069 -2.1786 -0.0371
H 1.6951 -1.5837 -3.4572 -0.0258
O 0.8947 -1.2674 -3.0315 -0.2128
```

Properties
- Frontier orbital gap: 7.1 eV
- Net charge: -1



Going by the energies, z is most stable and the next is 0.572 eV up.



## w
Computed, not measured: 2 unconnected molecules or ions with the total composition C5H12NO2, with ωB97M-V/def2-TZVPD.

Structure (XYZ):
```
20
Properties=species:S:1:pos:R:3:lowdin_charge:R:1
C 0.7879 -0.4031 -1.9171 -0.1711
C -0.3292 1.7470 -1.1566 -0.1834
C -0.4060 -1.8755 1.3808 -0.0450
C -0.1848 0.3109 -1.0922 -0.3292
C -0.0714 -0.3861 1.7590 -0.4750
N 0.9005 0.0700 0.7904 -0.1339
O 1.1316 1.3861 1.0141 -0.3477
O -1.2140 0.4961 1.6723 -0.0932
H 1.6108 0.3194 -2.1879 0.0830
H 1.4060 -1.1348 -1.2590 0.0696
H 0.5097 -1.1280 -2.6747 0.0400
H -0.0423 2.3988 -2.0211 0.0645
H 0.2599 2.1592 -0.1960 0.0816
H -1.4498 1.9952 -1.0692 0.0804
H 0.4783 -2.3336 1.0985 0.0262
H -0.7547 -2.4485 2.2492 0.0588
H -1.1294 -1.7000 0.5694 0.0625
H -1.0816 -0.2644 -0.8378 0.0765
H 0.3021 -0.3445 2.7585 0.1089
H -0.7236 1.1358 1.1194 0.0266
```

Properties
- Frontier orbital gap (spin up / spin down): 6.6 / 6.6 eV
- Net charge: -1



## x
Computed, not measured: a molecular structure, C5H12NO2, with ωB97M-V/def2-TZVPD.

Structure (XYZ):
```
20
Properties=species:S:1:pos:R:3:lowdin_charge:R:1
C 0.0627 0.8733 2.6684 -0.1705
N 1.1348 0.3861 1.7534 -0.0907
C 0.4849 0.0647 0.3603 -0.2879
C -0.9107 -0.4914 0.4617 -0.1929
C -0.8536 -1.6414 -0.6376 -0.3757
O -1.1417 -1.0676 -1.8789 -0.3092
C 0.7279 1.1651 -0.8678 -0.3089
O 0.5766 0.5702 -2.0651 -0.1739
H 0.2822 0.4170 3.7219 0.0777
H 0.2998 1.9354 2.9091 0.0580
H -0.9249 0.6755 2.3250 0.0232
H 1.8956 1.0172 1.6084 0.0572
H 1.0254 -0.8942 0.1857 0.1064
H -1.2724 -1.1147 1.3882 0.1271
H -1.7018 0.2954 0.1550 0.1350
H 0.1092 -2.0773 -0.6972 0.0708
H -1.7164 -2.3481 -0.5976 0.0911
H 0.1509 2.0270 -0.6160 0.0766
H 1.7168 1.5886 -0.8951 0.0796
H -0.3541 -0.0675 -2.1206 0.0069
```

Properties
- Frontier orbital gap: 7.2 eV
- Net charge: -1



## y
Computed, not measured: 2 unconnected molecules or ions with the total composition C5H12NO2, with ωB97M-V/def2-TZVPD.

Structure (XYZ):
```
20
Properties=species:S:1:pos:R:3:lowdin_charge:R:1
C 0.9997 -0.8982 -0.8208 -0.4527
O 0.3321 -0.4363 0.2690 -0.3073
C 2.5177 -0.6627 -0.7122 -0.2762
C 2.8536 0.8185 -0.6177 -0.1486
H 0.6586 -0.4575 -1.7935 0.1004
H 0.8441 -1.9911 -0.9564 0.0870
H 2.9549 -1.0726 -1.6346 0.0865
H 2.9348 -1.1693 0.1586 0.0904
H 3.9325 0.9955 -0.5066 0.0490
H 2.4051 1.2206 0.2966 0.0602
H 2.5101 1.4535 -1.4360 0.0615
O -2.0837 -0.0640 -1.2864 -0.0588
C -1.6227 0.4013 -0.2546 -0.3740
C -2.1617 0.0676 1.1369 -0.2661
N -1.2884 0.7536 2.0969 -0.0351
H -0.9854 1.2924 -0.2781 0.1080
H -3.1689 0.5064 1.1736 0.0989
H -2.2487 -1.0142 1.2819 0.1032
H -1.5624 0.5508 3.0490 0.0371
H -0.3583 0.3553 1.9324 0.0366
```

Properties
- Frontier orbital gap: 7.6 eV
- Net charge: -1



Going by the energies, y is most stable and the next is 2.200 eV up.



## w
Computed, not measured: a single C2H6O4Si molecule, with ωB97M-V/def2-TZVPD.

Structure (XYZ):
```
13
Properties=species:S:1:pos:R:3:lowdin_charge:R:1
C -1.9328 0.1486 0.7235 -0.0051
C -0.9326 -0.7130 0.2633 -0.3619
O -0.9584 -1.8207 -0.0305 0.2171
O 0.4252 0.2779 -0.2443 -0.2026
Si 1.9784 -0.1455 -0.3773 0.2492
O 2.1386 -1.5805 0.4928 -0.1099
O 2.8777 1.1065 0.2300 -0.1392
H -2.4103 -0.3788 1.5994 0.1320
H -2.5726 0.3989 -0.1076 0.1141
H -1.5398 1.0413 1.2296 0.1049
H 2.7343 -0.1855 -1.6290 0.0164
H 2.2465 -2.3015 -0.0206 -0.0259
H 2.4589 1.3819 1.0121 0.0108
```

Properties
- SMILES: CC(=O)O[SiH](O)O
- Frontier orbital gap: 11.2 eV
- Net charge: 0



## x
Computed, not measured: 2 unconnected molecules or ions with the total composition C2H6O4Si, with ωB97M-V/def2-TZVPD.

Structure (XYZ):
```
13
Properties=species:S:1:pos:R:3:lowdin_charge:R:1
O 0.9575 1.7649 -0.5154 -0.2670
Si 1.7631 0.7268 0.2035 0.2646
O 2.3741 0.6670 1.7243 -0.0877
O 2.1474 -0.7073 -0.3791 -0.0579
H 2.4591 -0.2802 1.9233 0.0705
H 2.3126 -1.0895 -1.2197 0.0680
C -1.9772 0.0145 -0.8014 -0.0766
C -1.4759 -0.3369 0.5553 -0.3531
O -0.5717 -1.1222 0.7457 -0.0027
H -1.1448 0.5618 -1.2879 0.0668
H -3.0574 0.4387 -0.8730 0.1086
H -1.8111 -0.9646 -1.4565 0.1238
H -1.9755 0.3271 1.3808 0.1428
```

Properties
- SMILES: O=[Si](O)O.CC=O
- Frontier orbital gap: 10.3 eV
- Net charge: 0



Going by the energies, w is most stable and the next is 0.526 eV up.



## w
Computed, not measured: a gas-phase ion, C4H9NO2 (charge +1), with ωB97M-V/def2-TZVPD.

Structure (XYZ):
```
16
Properties=species:S:1:pos:R:3:mulliken_spin:R:1
O -1.3271 -2.2667 0.6042 0.2303
C -0.3102 -1.7445 0.8325 0.1095
C 0.4035 -0.6629 -0.2176 0.0314
C -0.2627 0.6794 -0.3881 0.0202
C -0.6614 1.3539 0.9668 0.0030
O 0.6308 1.5305 -1.0680 0.0212
N 0.5067 -1.2883 -1.4778 0.5111
H 0.2128 -1.7762 1.7942 0.0464
H 1.3638 -0.3669 0.2601 0.0443
H -1.2193 0.5728 -0.9195 -0.0083
H -1.2616 2.2195 0.7091 -0.0003
H -1.1250 0.6385 1.6368 0.0011
H 0.2653 1.6144 1.5025 -0.0001
H 1.1426 1.9747 -0.3935 -0.0023
H 0.2617 -0.6841 -2.2657 0.0044
H 1.3799 -1.7942 -1.5759 -0.0116
```

Properties
- Multiplicity: 2
- Frontier orbital gap (spin up / spin down): 10.7 / 6.7 eV
- Net charge: +1



## x
Computed, not measured: a gas-phase ion, C4H9NO2 (charge +1), with ωB97M-V/def2-TZVPD.

Structure (XYZ):
```
16
Properties=species:S:1:pos:R:3:mulliken_spin:R:1
O -0.6248 -2.0615 1.8238 0.4551
C 0.4801 -1.6444 1.5595 -0.1103
N 0.8181 -0.6404 0.7884 0.4899
C -0.0872 0.5177 0.5092 0.0178
C -0.1947 0.6563 -1.0885 0.0268
C -1.3719 1.3855 -1.5816 0.0208
O 0.9441 1.3704 -1.6264 0.0042
H 1.3806 -2.2752 1.9800 0.0738
H 1.6799 -0.6437 0.2235 -0.0201
H 0.3595 1.3193 1.0916 0.0263
H -1.0149 0.3505 1.0287 0.0108
H -0.2816 -0.3273 -1.5912 0.0003
H -1.1530 2.0356 -2.4067 0.0054
H -1.8232 1.9277 -0.7852 -0.0005
H -2.0177 0.5983 -1.9987 -0.0014
H 1.6324 1.5362 -1.0320 0.0010
```

Properties
- Multiplicity: 2
- Frontier orbital gap (spin up / spin down): 10.6 / 5.2 eV
- Net charge: +1



Going by the energies, w is most stable and the next is 0.824 eV up.